Entry 1:
{"formula": "C8H32CsF2NO12S2", "method": "ωB97M-V/def2-TZVPD", "fmax_ev_per_a": 8.123, "total_charge": 0, "de_lowest_ev": 0.000, "energy_ev": -62523.958, "species": ["Cs", "N", "S", "O", "O", "F", "S", "O", "O", "F", "C", "O", "H", "H", "H", "H", "C", "O", "H", "H", "H", "H", "C", "O", "H", "H", "H", "H", "C", "O", "H", "H", "H", "H", "C", "O", "H", "H", "H", "H", "C", "O", "H", "H", "H", "H", "C", "O", "H", "H", "H", "H", "C", "O", "H", "H", "H", "H"], "positions_angstrom": [[-3.437, -2.041, 1.763], [-1.144, -0.275, 0.931], [0.288, 0.232, 1.098], [0.427, 1.652, 0.958], [1.416, -0.561, 0.692], [0.338, 0.000, 2.682], [-1.017, -0.444, -0.745], [-0.619, -1.771, -1.119], [-0.512, 0.630, -1.538], [-2.574, -0.470, -1.135], [-0.085, -4.748, -2.162], [-1.004, -3.886, -2.827], [0.824, -4.829, -2.762], [0.103, -4.390, -1.148], [-0.489, -5.757, -2.063], [-0.799, -3.010, -2.478], [-6.035, -0.441, -0.995], [-5.685, -1.654, -0.300], [-6.043, -0.709, -2.054], [-7.031, -0.107, -0.691], [-5.338, 0.364, -0.787], [-6.325, -2.322, -0.556], [-0.047, 3.344, 3.551], [-0.163, 4.290, 4.602], [0.512, 2.422, 3.710], [-1.078, 3.152, 3.248], [0.373, 3.849, 2.672], [0.680, 4.426, 5.041], [0.707, 0.386, -4.535], [1.730, 0.563, -5.509], [0.496, 1.378, -4.128], [-0.181, -0.125, -4.919], [1.101, -0.251, -3.743], [1.462, 1.223, -6.150], [3.983, -1.533, -1.283], [4.158, -0.995, 0.023], [3.953, -0.732, -2.023], [4.782, -2.251, -1.480], [3.060, -2.122, -1.327], [3.296, -1.006, 0.459], [2.930, 2.168, -1.436], [3.529, 3.448, -1.337], [2.694, 1.887, -2.471], [3.610, 1.435, -1.005], [1.991, 2.157, -0.870], [3.000, 4.067, -1.846], [-3.630, 1.545, 1.814], [-2.799, 0.836, 2.707], [-3.182, 2.456, 1.404], [-3.858, 0.916, 0.946], [-4.549, 1.885, 2.286], [-2.047, 0.470, 2.228], [2.843, -0.924, 4.391], [3.310, -1.115, 3.073], [3.519, -0.166, 4.819], [1.857, -0.460, 4.500], [2.984, -1.792, 5.034], [3.717, -0.293, 2.794]]}

Entry 2:
{"formula": "C8H32N2O7", "method": "ωB97M-V/def2-TZVPD", "smiles": "COC[C@H](C)N.COC[C@H](C)N.O.O.O.O.O", "fmax_ev_per_a": 1.104, "total_charge": 0, "de_lowest_ev": 0.472, "energy_ev": -26127.062, "species": ["O", "H", "H", "O", "H", "H", "O", "H", "H", "O", "H", "H", "O", "H", "H", "C", "C", "C", "O", "C", "N", "H", "H", "H", "H", "H", "H", "H", "H", "H", "H", "H", "C", "C", "C", "O", "C", "N", "H", "H", "H", "H", "H", "H", "H", "H", "H", "H", "H"], "positions_angstrom": [[2.105, -13.760, 23.322], [2.975, -13.750, 22.862], [1.440, -13.829, 22.617], [-0.210, -16.877, 19.399], [-0.720, -17.529, 18.910], [-0.404, -16.026, 18.957], [-0.825, -14.489, 18.041], [-0.296, -14.180, 17.298], [-1.694, -14.090, 17.921], [-1.302, -11.789, 20.033], [-1.150, -10.870, 19.789], [-2.248, -11.929, 19.915], [-0.098, -13.927, 21.483], [-0.468, -14.622, 20.929], [-0.393, -13.091, 21.083], [1.178, -10.278, 21.907], [2.544, -10.082, 22.545], [3.193, -8.839, 21.947], [4.404, -8.597, 22.602], [4.997, -7.395, 22.193], [2.397, -10.004, 24.003], [0.583, -11.015, 22.443], [1.273, -10.609, 20.867], [0.607, -9.339, 21.892], [3.150, -10.949, 22.263], [2.515, -7.979, 22.061], [3.376, -9.008, 20.872], [5.527, -7.541, 21.242], [5.725, -7.062, 22.933], [4.260, -6.590, 22.089], [1.632, -9.369, 24.211], [3.244, -9.600, 24.394], [4.185, -12.596, 19.741], [3.954, -14.010, 20.214], [4.659, -15.037, 19.337], [4.345, -16.329, 19.718], [3.048, -16.723, 19.288], [4.366, -14.161, 21.647], [3.504, -11.894, 20.230], [4.013, -12.510, 18.664], [5.191, -12.218, 19.948], [2.876, -14.204, 20.188], [5.741, -14.885, 19.403], [4.397, -14.871, 18.276], [2.995, -17.800, 19.386], [2.934, -16.424, 18.240], [2.285, -16.245, 19.898], [4.671, -15.128, 21.764], [5.180, -13.583, 21.842]]}

Entry 3:
{"formula": "C8H32N2O7", "method": "ωB97M-V/def2-TZVPD", "fmax_ev_per_a": 4.546, "total_charge": 1, "de_lowest_ev": 0.670, "energy_ev": -26117.016, "spin_multiplicity": 2, "species": ["C", "C", "C", "O", "C", "N", "H", "H", "H", "H", "H", "H", "H", "H", "H", "H", "H", "C", "C", "C", "O", "C", "N", "H", "H", "H", "H", "H", "H", "H", "H", "H", "H", "H", "O", "H", "H", "O", "H", "H", "O", "H", "H", "O", "H", "H", "O", "H", "H"], "positions_angstrom": [[3.988, -3.354, -2.083], [3.315, -2.284, -1.189], [2.825, -2.749, 0.165], [1.742, -3.647, -0.058], [0.972, -3.838, 1.153], [4.329, -1.250, -1.010], [4.192, -3.060, -3.113], [3.358, -4.243, -2.036], [4.892, -3.762, -1.630], [2.419, -1.906, -1.680], [2.473, -1.871, 0.707], [3.697, -3.242, 0.595], [0.669, -4.884, 1.203], [0.128, -3.149, 1.180], [1.587, -3.749, 2.049], [4.120, -0.681, -0.201], [5.165, -1.719, -0.693], [-3.906, 1.070, -0.461], [-2.721, 1.429, 0.491], [-2.380, 2.895, 0.606], [-3.585, 3.604, 0.977], [-3.375, 5.020, 1.073], [-3.027, 0.961, 1.840], [-4.758, 1.721, -0.267], [-4.287, 0.048, -0.473], [-3.468, 1.297, -1.433], [-1.823, 0.931, 0.127], [-2.076, 3.284, -0.366], [-1.544, 3.119, 1.268], [-3.016, 5.500, 0.162], [-2.551, 5.163, 1.772], [-4.193, 5.646, 1.427], [-2.399, 1.406, 2.494], [-3.881, 1.356, 2.208], [2.945, 2.108, -1.741], [2.266, 2.671, -1.368], [2.785, 1.249, -1.352], [1.729, 2.354, 1.347], [1.436, 1.608, 0.824], [1.480, 3.121, 0.832], [-1.356, -1.224, 1.440], [-2.029, -0.568, 1.623], [-1.493, -1.458, 0.522], [0.621, 0.254, -0.509], [-0.189, -0.252, -0.445], [1.092, -0.140, -1.243], [-1.723, -1.439, -1.448], [-2.500, -0.980, -1.766], [-1.945, -2.367, -1.521]]}

Entry 4:
{"formula": "C8H32O9", "method": "ωB97M-V/def2-TZVPD", "smiles": "C=C(CC)/C(C)=C\\C.O.O.O.O.O.O.O.O.O", "fmax_ev_per_a": 3.448, "total_charge": 0, "de_lowest_ev": 1.318, "energy_ev": -27240.609, "species": ["C", "C", "C", "C", "C", "C", "C", "C", "H", "H", "H", "H", "H", "H", "H", "H", "H", "H", "H", "H", "H", "H", "H", "H", "O", "H", "H", "O", "H", "H", "O", "H", "H", "O", "H", "H", "O", "H", "H", "O", "H", "H", "O", "H", "H", "O", "H", "H", "O"], "positions_angstrom": [[2.252, 1.496, 0.882], [1.337, 0.756, 1.864], [1.464, -0.775, 1.927], [2.658, -1.377, 1.862], [-0.683, -1.985, 1.279], [0.207, -1.527, 2.174], [-0.031, -1.782, 3.632], [-0.273, -2.256, -0.154], [2.288, 2.557, 1.225], [1.844, 1.693, -0.116], [3.230, 1.076, 0.651], [0.280, 1.009, 1.918], [1.821, 1.000, 2.841], [3.597, -0.835, 1.816], [2.746, -2.436, 1.934], [-1.708, -2.197, 1.598], [0.740, -2.015, 4.368], [-0.710, -1.086, 4.183], [-0.632, -2.698, 3.772], [0.112, -1.325, -0.572], [-1.042, -2.629, -0.840], [0.517, -2.994, -0.264], [-3.757, 1.248, 0.352], [-4.340, 2.658, 0.569], [-4.479, 1.823, 0.106], [-2.012, 2.305, 1.500], [-2.307, 1.715, 2.914], [-2.540, 1.649, 1.981], [-1.041, -0.080, -3.011], [-0.848, 0.790, -1.678], [-1.267, 0.746, -2.534], [-0.448, 4.358, 0.867], [-1.720, 4.128, 0.024], [-1.404, 4.245, 0.934], [2.081, -4.318, -0.923], [2.583, -3.526, 0.304], [2.729, -3.670, -0.640], [1.018, -0.462, -3.508], [-0.192, -0.935, -4.287], [0.261, -1.074, -3.439], [-0.051, 1.679, -3.761], [0.921, 2.202, -4.791], [0.898, 1.643, -3.987], [2.608, -1.851, -1.309], [2.010, -2.082, -2.748], [2.377, -1.427, -2.142], [-4.434, 2.194, -1.979], [-3.012, 1.825, -2.381], [-3.647, 2.549, -2.414]]}

Entry 5:
{"formula": "C8H33N5O9", "method": "ωB97M-V/def2-TZVPD", "smiles": "COCCNCCOC.NC(N)=O.NC(N)=O.O.O.O.O.O", "fmax_ev_per_a": 7.547, "total_charge": 0, "de_lowest_ev": 4.663, "energy_ev": -34706.788, "species": ["C", "O", "N", "N", "H", "H", "H", "H", "C", "O", "N", "N", "H", "H", "H", "H", "C", "O", "C", "C", "N", "C", "C", "O", "C", "H", "H", "H", "H", "H", "H", "H", "H", "H", "H", "H", "H", "H", "H", "H", "O", "H", "H", "O", "H", "H", "O", "H", "H", "O", "H", "H", "O", "H", "H"], "positions_angstrom": [[-9.861, 9.451, -12.346], [-9.006, 10.071, -11.879], [-11.106, 9.513, -12.074], [-9.742, 8.561, -13.266], [-11.303, 10.155, -11.319], [-11.867, 9.146, -12.628], [-8.843, 8.511, -13.722], [-10.495, 7.926, -13.492], [-7.663, 15.339, -4.973], [-7.204, 15.983, -4.049], [-8.040, 14.128, -4.756], [-7.693, 15.781, -6.186], [-7.875, 13.670, -3.871], [-8.512, 13.619, -5.489], [-7.279, 16.689, -6.340], [-8.081, 15.150, -6.872], [-12.487, 12.793, -8.608], [-11.367, 13.347, -9.377], [-11.119, 14.769, -9.367], [-10.333, 15.232, -10.575], [-8.959, 14.792, -10.611], [-8.321, 15.436, -11.663], [-6.939, 15.694, -11.128], [-5.990, 14.598, -11.182], [-4.745, 14.792, -10.565], [-12.646, 11.715, -8.580], [-13.402, 13.293, -8.926], [-12.542, 12.952, -7.531], [-10.573, 14.913, -8.434], [-12.050, 15.335, -9.337], [-10.246, 16.315, -10.490], [-10.886, 15.056, -11.497], [-8.783, 13.832, -10.872], [-8.680, 16.341, -12.153], [-8.264, 14.729, -12.490], [-7.098, 16.125, -10.139], [-6.472, 16.477, -11.725], [-4.252, 15.667, -10.987], [-4.078, 13.946, -10.736], [-4.809, 14.886, -9.481], [-9.732, 9.993, -6.799], [-9.893, 10.447, -7.625], [-10.041, 9.100, -6.951], [-5.802, 12.220, -8.714], [-5.778, 13.141, -8.976], [-6.531, 11.849, -9.210], [-0.725, 10.181, -8.897], [-0.784, 10.146, -9.852], [-1.571, 9.852, -8.592], [-3.910, 8.798, -6.181], [-4.687, 9.309, -6.407], [-3.852, 8.858, -5.227], [-1.634, 12.433, -5.381], [-2.302, 12.626, -6.038], [-1.060, 11.793, -5.803]]}

Entry 6:
{"formula": "C8H34N2O8", "method": "ωB97M-V/def2-TZVPD", "smiles": "COC[C@H](C)N.COC[C@H](C)N.O.O.O.O.O.O", "fmax_ev_per_a": 2.177, "total_charge": 0, "de_lowest_ev": 0.868, "energy_ev": -28206.920, "species": ["O", "H", "H", "O", "H", "H", "O", "H", "H", "O", "H", "H", "O", "H", "H", "O", "H", "H", "C", "C", "C", "O", "C", "N", "H", "H", "H", "H", "H", "H", "H", "H", "H", "H", "H", "C", "C", "C", "O", "C", "N", "H", "H", "H", "H", "H", "H", "H", "H", "H", "H", "H"], "positions_angstrom": [[1.039, -0.528, 2.422], [1.037, -1.431, 2.072], [0.756, -0.615, 3.340], [1.270, 4.767, 0.585], [0.917, 3.991, 0.129], [1.634, 4.417, 1.404], [-0.095, 1.879, -0.124], [0.694, 1.338, 0.002], [-0.859, 1.247, -0.021], [3.131, 1.006, 1.536], [2.485, 0.324, 1.847], [3.795, 1.066, 2.231], [3.348, 2.101, -0.990], [3.330, 1.729, -0.081], [3.495, 1.323, -1.559], [1.043, 2.925, -2.418], [1.725, 2.855, -1.722], [0.253, 2.550, -2.006], [0.470, -1.584, -2.750], [1.614, -2.265, -1.988], [2.457, -1.256, -1.184], [3.188, -0.448, -2.072], [4.448, -0.886, -2.495], [1.088, -3.326, -1.096], [-0.286, -1.370, -1.989], [0.208, -2.309, -3.518], [0.732, -0.623, -3.189], [2.236, -2.766, -2.740], [3.048, -1.583, -0.326], [1.677, -0.608, -0.767], [4.412, -1.750, -3.170], [5.144, -1.139, -1.688], [4.904, -0.083, -3.073], [1.824, -4.029, -1.057], [0.356, -3.836, -1.591], [-4.097, 1.272, -0.092], [-3.375, 0.737, 1.146], [-4.330, -0.186, 1.869], [-3.722, -0.859, 2.950], [-4.604, -1.389, 3.896], [-2.126, 0.103, 0.638], [-4.987, 1.889, -0.010], [-4.400, 0.398, -0.685], [-3.343, 1.735, -0.731], [-2.983, 1.564, 1.741], [-4.717, -0.905, 1.138], [-5.151, 0.440, 2.235], [-4.005, -2.003, 4.571], [-5.356, -2.081, 3.497], [-5.108, -0.617, 4.486], [-2.391, -0.660, 0.000], [-1.821, -0.519, 1.398]]}